(1)
Density functional theory data (wB97M-V/def2-TZVPD) for a molecular structure, C27H43BrCuN2P2 in a non-equilibrium geometry.

Structure (XYZ):
```
76
Properties=species:S:1:pos:R:3:forces:R:3
C -4.7810 3.4095 -3.9370 -1.74 0.36 -1.00
C 4.0628 -0.8891 -2.4312 0.54 -0.22 0.11
H -3.0878 -0.5933 -0.0055 -0.03 -0.18 -0.23
H 2.8870 -2.0210 -0.0714 0.34 0.35 0.36
H 4.0150 1.4820 -0.6520 -0.16 -0.12 -0.14
H 4.4507 -0.9646 2.3684 0.06 0.16 0.07
C -1.5941 1.5394 -3.2980 1.20 0.57 1.81
C -5.4545 4.5789 -3.4813 0.23 -0.09 0.13
H 1.3551 1.1646 -5.0659 -0.28 0.41 0.03
H 0.7903 2.7550 -1.1512 0.02 0.42 -0.01
H -3.5477 -2.2982 0.1451 -0.02 0.26 -0.12
H 5.1274 -2.2901 1.4496 -0.04 -0.20 0.11
C -0.6080 -3.0609 0.3085 0.12 0.31 0.04
H -5.3143 4.9844 -2.4704 0.11 -0.36 -0.40
C -0.3186 -0.0847 2.1240 -0.21 1.04 -3.53
H -2.6130 -2.9126 -2.0457 -0.41 0.13 0.05
H -6.2733 3.5631 -7.0645 0.34 -0.26 0.34
N -6.6069 4.9004 -5.5768 0.30 0.21 0.55
H 0.1322 -1.3875 -4.0403 0.00 -0.06 0.02
H -2.5134 -1.2204 -2.5530 0.08 -0.25 0.33
Br 2.8099 3.1330 -3.1094 0.67 -0.04 -0.32
H -3.6219 3.1114 -2.1470 0.35 0.30 -0.10
P -0.6830 -1.8555 -1.1080 -0.47 -0.35 -0.43
C 4.7932 -2.0237 -3.1465 -0.05 -0.25 -0.48
H -1.5199 -4.7279 -0.8196 0.01 0.13 0.29
C -0.6826 1.1357 -4.3103 -0.37 0.42 0.20
H 0.5623 -3.0569 -4.4712 -0.09 0.16 0.03
H -1.1747 0.6897 -5.1879 0.76 0.02 0.28
H 4.4018 -2.1536 -4.1538 0.03 -0.05 -0.01
C 4.2002 -1.7729 1.6901 -0.07 -0.04 0.25
H 5.8663 -1.8292 -3.2234 -0.14 0.06 -0.04
H -1.0973 -5.0850 0.8609 -0.17 0.15 -0.20
C -0.2960 -0.2311 3.5511 0.20 0.05 1.25
C -1.0493 2.0422 -2.0413 0.69 0.56 -2.32
H -2.5316 -4.1153 0.5171 0.35 -0.02 -0.20
H 3.5511 -2.4552 2.2221 -0.07 -0.18 0.15
H -3.3618 1.1303 -4.4800 0.41 0.42 0.01
C -1.4984 -4.3077 0.1965 0.02 -0.17 0.10
C 3.5126 -1.2517 0.4291 0.05 -0.84 -0.17
C 1.1376 2.3298 -3.2229 -1.32 -2.02 0.72
H 2.9915 -1.0960 -2.2833 0.26 0.03 -0.03
H 4.6776 -2.9711 -2.6153 -0.06 0.01 -0.04
H 0.4503 -3.3738 0.3562 -0.27 0.16 -0.01
Cu -0.8137 0.4150 -0.9673 0.82 -0.70 0.15
N -0.3567 0.1287 0.9692 0.15 0.17 4.22
C -2.4317 -1.8946 -1.6818 0.13 -0.43 -0.18
H 4.1675 0.0789 -2.9469 0.08 -0.28 0.23
H 5.1854 1.0913 0.6363 -0.08 0.33 -0.08
H 7.1228 1.3624 -0.9003 -0.38 0.04 0.03
C -3.7988 2.6834 -3.1268 0.93 -0.56 -0.52
P 4.7842 -0.7544 -0.7553 -1.94 2.04 -0.65
C 6.1288 1.6938 -1.2312 0.21 0.48 -0.16
C -5.9965 3.8081 -6.0358 0.13 -0.09 0.53
H 2.8851 -0.3710 0.6308 0.12 -0.15 -0.20
C -3.4124 -1.4814 -0.5729 -0.20 -0.11 -0.18
H 0.0855 -3.8340 -2.1697 0.03 -0.09 -0.14
H -4.6652 2.1774 -5.7501 0.14 -0.11 0.02
C -5.0976 3.0412 -5.2725 -0.33 0.58 0.14
H -1.7224 2.5172 -1.3123 0.40 -0.21 -0.12
H -0.3820 0.7454 4.0571 -0.04 -0.23 -0.44
C -2.9904 1.6795 -3.6071 -1.84 0.62 -0.40
H -0.8112 -2.5185 1.2440 0.02 -0.22 -0.28
H -4.3894 -1.2547 -1.0203 0.22 -0.06 0.24
C -0.0602 -2.4387 -3.8162 0.07 -0.10 -0.15
C 0.6743 1.5020 -4.2824 -0.49 0.46 0.37
H 6.0849 1.5391 -2.3198 -0.22 -0.09 0.34
H -1.1257 -0.8494 3.9065 0.16 -0.03 -0.17
C 0.2554 -2.7725 -2.3636 0.11 -0.41 -0.14
H -6.8316 6.2060 -3.9814 0.34 -0.57 -0.10
H 6.0693 2.7777 -1.0725 0.13 -0.23 -0.04
C 4.9927 1.0436 -0.4412 1.39 -0.77 0.31
C 0.3540 2.3785 -2.0643 -1.13 0.30 0.05
H -1.1004 -2.6538 -4.0708 0.07 0.03 0.07
H 0.6556 -0.6607 3.8891 -0.26 -0.08 -0.17
C -6.3253 5.2896 -4.3267 0.17 -0.48 -0.04
H 1.3202 -2.5964 -2.1639 -0.09 -0.03 0.02
```
Forces are in eV/Å.

Calculated values
**E_tot**: -164919.943 eV
**Total charge**: +2
**Multiplicity**: 2


(2)
Density functional theory data (wB97M-V/def2-TZVPD) for a molecular structure, C27H43BrN2P2Ti in a non-equilibrium geometry.

Structure (XYZ):
```
76
Properties=species:S:1:pos:R:3:forces:R:3
H -1.2441 1.1583 4.9901 -0.26 -0.13 -0.17
H -0.7720 -5.6066 2.3125 0.14 -0.17 -0.16
H -2.1380 -0.3511 5.2106 -0.03 0.31 -0.03
H 2.4702 -2.8025 3.2196 0.13 0.36 -0.19
H 0.9901 3.4978 2.6672 -0.18 -0.39 0.27
H -3.1926 2.5256 0.2826 -0.06 -0.09 -0.15
C 2.9451 -1.8175 3.0786 0.58 -0.26 0.83
P -1.2526 0.6281 1.8063 -0.27 -0.69 -0.85
H -1.7063 -6.4113 1.0490 0.19 0.33 -0.08
H 4.6592 4.9222 -0.9184 -0.18 0.17 -0.01
C 0.5417 2.5207 2.9183 0.18 0.29 0.02
H -0.9461 2.0948 -2.1684 -0.08 -0.37 -0.04
H -1.4749 -1.2734 3.1353 0.17 0.25 0.11
H 3.3251 -0.3220 -1.2738 -0.61 -0.72 -0.02
H -1.3932 -5.8187 -4.0965 0.08 -0.23 0.09
H -4.2517 -3.5620 -0.9507 0.20 0.04 -0.28
C -3.3205 1.4572 0.0820 -0.22 0.17 0.15
H 2.8864 3.6833 0.2303 -0.09 -0.23 -1.12
C 4.3144 6.6609 -2.1250 -0.19 -0.11 0.12
H -0.0234 -0.3583 3.6037 -0.31 -0.03 -0.13
H -0.8231 -7.1228 -3.0029 -0.12 0.08 -0.08
H -4.3640 1.2742 -0.1865 0.14 0.20 -0.05
C -0.5680 -6.1712 -3.4697 0.31 0.21 -0.01
N 1.5424 -0.4830 1.3406 1.33 -0.76 1.32
C 2.1585 7.2935 -2.5091 0.07 -0.15 0.22
C -2.2185 -3.1419 -1.6616 -0.05 0.21 0.08
C -3.7346 -3.3129 -1.8889 -0.04 0.42 -0.07
H 1.3058 1.7503 2.6941 -0.34 0.26 0.11
C 2.1508 1.3799 -0.9666 1.38 -1.02 -1.55
H 0.5648 6.1453 -1.7047 0.07 -0.11 0.14
C 2.1124 4.1150 -0.4325 0.53 1.04 0.64
C 1.6439 6.2369 -1.7552 0.17 -0.01 -0.13
C 2.5255 5.3294 -1.1124 -0.19 1.36 -0.27
N 3.4617 7.5170 -2.6928 0.26 -0.44 0.21
H 2.9714 -1.3118 4.0640 -0.05 -0.16 -0.52
Ti 0.3843 0.8359 0.0572 -0.51 -3.04 2.56
C -0.2007 -5.1218 -2.4292 0.16 0.67 0.40
C -0.7853 -5.8455 1.2416 0.33 0.15 0.25
C -1.8637 0.4131 4.4746 -0.14 -0.17 0.57
H -3.9620 -4.1155 -2.6076 0.23 0.27 0.26
H 5.3837 6.8205 -2.2956 -0.41 0.03 0.03
C -0.0547 1.5089 -1.9610 0.83 0.10 -1.10
C 3.9024 5.5897 -1.3321 -0.16 -0.43 0.42
H -2.0057 -2.4611 -0.8175 -0.17 0.14 -0.37
H -0.7474 -0.3094 -2.9341 0.36 0.12 0.41
H 2.8563 1.7644 -0.2485 0.47 0.01 -0.34
H -1.1971 -3.7127 0.9192 -0.02 0.03 0.12
H -0.0016 -4.1513 -2.9110 0.07 -0.71 -0.01
C -0.6951 -4.5397 0.4153 0.77 -0.07 -0.21
H 0.3152 -6.3227 -4.0978 -0.24 -0.13 -0.14
H 0.3320 2.4982 4.0026 0.23 -0.05 -0.55
H -1.6255 2.7847 2.6375 0.29 0.36 -0.05
H -2.7925 0.8949 4.1326 0.33 -0.19 0.21
C 0.0872 0.1535 -2.3914 0.35 0.43 -1.00
C 1.3494 -0.5140 -2.3359 -0.43 -0.39 2.21
H 0.0592 -6.5189 1.0270 -0.29 0.24 0.06
H -3.2538 -0.4233 1.1295 -0.02 0.08 0.18
C 0.9104 3.4418 -0.6357 -0.32 0.28 -1.21
H 1.5129 8.0160 -3.0037 -0.12 -0.24 0.18
H -4.1583 -2.3803 -2.2828 -0.09 -0.16 0.09
P -1.5195 -4.7604 -1.1893 -1.19 -1.70 -0.48
C 1.0437 2.1832 -1.3295 -0.22 0.26 0.11
C -2.9994 0.6266 1.3120 0.18 -0.15 0.73
H -2.7099 1.1685 -0.7752 0.02 -0.03 0.00
H 0.6883 -5.4280 -1.8561 -0.07 0.08 -0.24
C 2.1961 -1.0348 2.1295 -1.30 0.59 -1.60
C -0.7612 2.3492 2.1178 -0.55 0.49 0.40
H -0.6909 2.8979 1.1592 -0.15 -0.12 0.22
H -1.7198 -2.7655 -2.5671 -0.13 0.04 0.18
H 3.9878 -1.9558 2.7404 -0.50 0.07 0.06
C 2.3265 0.0678 -1.4776 0.15 1.85 -0.74
H -3.5177 0.9713 2.2127 -0.48 -0.07 -0.36
H -0.0763 3.9179 -0.7279 0.67 0.43 -0.60
C -1.0870 -0.2627 3.3460 -0.18 -0.24 0.36
Br 1.5936 -2.3651 -2.8091 -0.10 1.63 0.03
H 0.3506 -4.2387 0.1921 -0.30 -0.07 0.57
```
Forces are in eV/Å.

Calculated values
**ΔE to the lowest compared entry with this formula, charge and spin**: 15.4 kJ/mol
**E_tot**: -143393.267 eV
**Total charge**: +2
**Multiplicity**: 3


(3)
Density functional theory data (wB97M-V/def2-TZVPD) for 10 unconnected molecules or ions with the total composition C27H43Cl28N4O in a non-equilibrium geometry.

Structure (XYZ):
```
103
Properties=species:S:1:pos:R:3:forces:R:3
H -4.5085 3.0014 -4.6979 0.05 -0.30 -0.03
C -0.3491 -0.4458 -1.0288 -0.24 -0.70 -1.06
H 6.0386 9.6670 5.9083 -0.01 -0.01 -0.01
Cl -2.0128 -4.2050 -1.8275 0.06 -0.21 -0.03
H -2.7901 2.4209 -4.7818 -0.28 -0.16 -0.20
H -0.1987 0.6153 -0.8277 -0.02 -0.07 0.29
Cl -4.7175 -3.2570 -2.2567 0.13 0.24 0.08
H -3.0432 -1.0171 1.2434 -0.05 0.02 -0.10
Cl 5.1363 2.8432 5.9716 0.17 -0.11 0.14
C -2.9236 4.4051 -4.1295 0.60 -0.27 0.57
Cl -4.2472 7.4068 1.4233 -0.01 -0.06 -0.02
Cl 2.1965 3.7956 4.4702 -0.15 0.07 -0.06
C 2.4157 -1.8231 -3.2786 0.15 0.07 1.11
H -0.2277 -0.1365 -3.1712 0.08 -0.04 0.00
H 1.7098 -2.6565 -3.3291 -0.09 0.12 -0.05
C 0.2378 -0.7901 -2.4137 0.01 0.31 0.23
C 5.1097 -0.6896 -3.9473 0.12 -0.80 -0.83
Cl -2.3210 5.5946 0.2236 0.04 0.01 -0.05
H 2.5975 -1.5131 -4.3075 0.14 0.00 0.04
C 3.6731 -2.3677 -2.5586 0.43 -0.46 -1.10
N -2.9192 1.2986 -2.5172 -0.03 -0.87 1.81
Cl -5.2139 4.2393 -1.7836 0.00 -0.06 -0.18
C 5.0051 9.5925 6.2198 -0.09 0.03 0.08
H 4.5650 -0.8189 -4.8973 -0.07 0.20 0.07
H -1.9199 -1.7792 -0.4459 -0.40 -0.01 -0.09
C -3.2240 5.9987 1.6931 -0.01 0.11 0.13
N -4.0430 2.0650 -0.7658 -0.43 0.52 0.10
H 2.5876 -4.3194 2.2784 -0.02 -0.02 -0.01
C 1.4470 2.3443 5.1217 0.08 0.10 -0.11
Cl -2.1221 6.2652 3.0390 -0.02 -0.06 -0.04
H 5.7442 1.5648 -4.5240 0.10 -0.06 0.11
H 6.1543 -0.5269 -4.2425 -0.02 0.19 0.17
Cl -8.4078 -4.4709 -2.0950 -0.01 -0.01 -0.04
Cl -0.3182 2.4568 5.0188 0.05 0.07 0.17
H 3.6640 -2.1312 -1.4970 -0.19 0.22 -0.36
C -3.1111 0.0437 0.9911 -0.11 -0.25 0.22
Cl 1.2417 -4.2703 0.3550 -0.05 0.02 0.00
H -1.2793 2.1220 0.4706 -0.12 0.00 -0.01
H -3.8612 5.1577 1.9369 0.01 -0.01 -0.03
H -8.4958 -6.5372 -3.1947 0.03 0.00 -0.01
C -1.8402 4.5711 -3.2972 -0.61 -0.09 -0.15
H -2.5203 2.9416 1.4559 -0.11 -0.10 -0.21
H 5.7405 -1.8637 -2.3186 0.04 -0.09 -0.08
C 4.8218 -7.3662 3.9831 0.10 -0.06 0.03
Cl -4.8342 -7.1213 1.0179 0.06 0.04 0.00
H -3.6115 -5.0188 -3.3312 0.02 0.01 -0.01
C -1.8493 -0.8604 -1.0188 1.02 0.58 0.29
Cl 2.0421 0.9086 4.2836 0.02 0.00 0.06
Cl 4.4102 11.2182 6.5516 0.03 -0.02 -0.02
Cl -6.6583 -8.7499 2.5797 -0.02 0.04 -0.03
H 0.1786 -1.0796 -0.3156 0.09 0.41 0.26
H 5.4628 -2.8225 -3.7380 -0.08 0.22 -0.35
H 2.0560 0.2882 -2.8714 0.16 0.01 0.18
C -6.0598 -7.1180 2.2880 0.03 -0.06 0.04
H 2.1179 -0.7104 -1.4180 0.23 -0.04 -0.09
C -1.7400 2.1823 1.4602 0.07 0.13 0.28
C 6.3273 3.9231 5.2433 -0.10 0.06 -0.11
Cl 6.8070 3.3355 3.6503 0.02 -0.01 0.03
H -1.2634 -1.0115 2.6255 0.37 -0.05 0.06
O 4.5905 0.3952 -3.2133 0.35 -0.06 -0.15
Cl -2.7733 -3.1107 -4.4064 0.01 -0.01 -0.01
C -3.5235 3.0015 -4.2308 -0.82 1.36 1.69
C -7.8249 -6.0945 -2.4703 0.05 0.08 0.19
C 5.0682 1.6544 -3.6730 -0.41 0.08 0.36
H -2.1282 -1.0750 -2.0556 -0.41 -0.07 0.17
Cl 3.6850 -5.7719 0.8150 -0.02 -0.02 -0.09
Cl 6.4696 -7.2716 3.3650 -0.05 0.01 -0.03
Cl 3.7394 -2.8743 0.8411 0.01 -0.05 0.38
C -3.3203 -4.0302 -2.9992 -0.03 0.17 0.09
Cl -7.8147 -7.1026 -1.0275 -0.10 -0.06 -0.04
H 5.5607 2.1383 -2.8273 0.15 0.12 -0.20
H -0.5956 0.4979 3.3396 -0.01 -0.32 -0.08
Cl -5.4208 -6.4095 3.7724 -0.03 0.02 -0.03
Cl 4.0873 8.8473 4.9067 0.04 -0.02 -0.02
Cl -6.2086 -6.0267 -3.1811 -0.13 -0.29 -0.19
C -3.2091 1.0983 -1.1977 -0.23 0.42 0.32
N -2.7406 0.1354 -0.4280 0.04 -0.48 -0.45
C 5.0553 -1.9883 -3.1662 -0.21 0.39 1.20
H -0.9594 2.5502 2.1306 -0.04 -0.01 -0.02
C -2.2167 0.8180 1.9690 0.61 0.41 0.25
Cl 5.6902 5.5648 5.1373 0.01 0.01 0.03
H 1.7174 2.2605 6.1665 -0.04 -0.01 0.00
C -0.9747 0.0239 2.4348 -0.67 0.41 -0.40
H -0.8264 4.7590 -3.6413 -0.38 2.05 0.18
H -2.3022 0.7262 -3.0738 -0.09 0.42 -0.50
H 4.1995 -7.8172 3.2210 -0.01 0.03 0.00
Cl 4.9375 8.5926 7.6715 0.03 0.00 -0.03
Cl 4.7488 -8.3742 5.4257 -0.03 0.02 -0.04
C 1.7778 -0.6787 -2.4542 -0.91 -0.24 -0.62
H -4.1644 0.3015 1.0931 0.07 0.29 -0.08
N -3.5964 2.4151 -2.8705 -0.49 1.03 -2.03
H -0.0856 -1.8033 -2.6736 0.11 -0.02 0.05
H 3.6142 -3.4603 -2.6105 0.06 0.04 0.17
H -3.3746 5.2363 -4.6671 0.98 -0.54 -1.58
Cl 4.1901 -5.7495 4.3197 -0.04 0.06 0.09
H -0.1936 0.1120 1.6775 0.06 -0.37 0.05
H -6.8895 -6.5088 1.9526 0.01 0.00 -0.01
H 7.2037 3.9376 5.8775 -0.01 -0.01 0.00
H -2.0050 4.4483 -2.2241 0.67 -1.86 -0.14
H -2.8008 1.0131 2.8744 -0.24 -0.16 -0.16
H 4.2275 2.2821 -3.9859 -0.01 -0.07 0.02
C -4.2605 2.8599 -1.8047 0.90 -1.51 0.65
C 2.7902 -4.3116 1.2149 0.08 0.00 -0.04
```
Forces are in eV/Å.

Calculated values
**E_tot**: -387321.630 eV
**Total charge**: +1